A 2-piece molecular cluster, C5H13N overall at a distorted geometry, computed with wB97M-V/def2-TZVPD.

## Properties
* total charge: -1
* multiplicity: 2
* Kohn-Sham gap (alpha / beta): 0.09026 / 0.34318 Ha

Geometry as XYZ:
```
19
Properties=species:S:1:pos:R:3:forces:R:3
C -2.42274 1.95500 -1.42255 -0.85 2.15 3.16
C -3.21818 1.39144 -0.22140 -0.79 -1.45 -1.52
C -3.71404 0.12959 -0.31417 -0.15 2.43 -1.32
H -2.24676 1.20809 -2.14038 0.48 -0.86 -0.85
H -1.51552 2.32819 -0.88137 -0.12 0.10 -1.33
H -3.03253 2.81724 -1.87817 1.02 -1.04 0.61
H -3.47558 2.05606 0.61973 0.32 -0.35 -0.49
H -4.61298 -0.10722 0.20421 -0.13 -0.78 1.10
H -3.60033 -0.35054 -1.29524 0.24 -0.22 0.66
C 2.86336 -1.13702 1.96085 1.69 -2.65 0.25
N 2.39639 -1.66090 0.70162 -0.18 0.21 -0.26
C 2.81364 -0.94846 -0.49066 2.94 -1.80 0.30
H 3.98728 -1.17957 1.85761 -0.89 0.61 0.36
H 2.67023 -1.92420 2.75169 -0.10 0.91 -0.59
H 2.53039 -0.18791 2.31559 -0.34 0.97 0.03
H 1.41663 -1.87310 0.69039 -0.41 0.19 0.05
H 3.96986 -1.06524 -0.52695 -1.39 0.47 0.20
H 2.56829 -1.55213 -1.36001 -0.70 0.38 -0.26
H 2.62258 0.10066 -0.57077 -0.62 0.72 -0.11
```
Positions in Å, forces in eV/Å.

natural (NBO) atomic charge list, values in e, 2 entries: C -0.87; C -0.23

---

C13H36F3KO19P4S as an isolated structure at a distorted geometry, computed with wB97M-V/def2-TZVPD.

## Properties
* Kohn-Sham gap: 0.33650 Ha

Geometry as XYZ:
```
77
Properties=species:S:1:pos:R:3:forces:R:3
K -0.00267 -0.11173 0.45261 -0.03 -0.18 -0.14
C -4.01401 3.48112 0.96428 2.43 0.02 -0.02
F -4.29895 4.75476 0.67259 -0.50 -0.73 -0.50
F -4.30110 3.29846 2.23840 -0.16 -0.18 0.74
F -4.72753 2.57274 0.27168 0.27 0.98 -0.22
S -2.04328 3.29992 0.68581 2.16 1.84 -0.32
O -1.84454 3.76481 -0.71756 -0.86 -1.13 1.82
O -1.32049 4.17801 1.64705 -2.23 -0.70 -0.95
O -1.65586 1.91396 0.96288 -1.17 -0.07 -0.58
C 2.81155 -4.71587 1.43841 -0.58 0.65 2.18
O 2.10213 -4.91160 0.24557 -1.45 -0.18 -1.13
P 0.59798 -4.31130 -0.04471 0.50 -0.17 -0.47
O 0.51558 -2.85028 0.21391 -0.23 -1.80 0.33
O -0.48539 -5.26068 0.74739 2.03 1.93 -0.17
C -0.78738 -6.63204 0.49690 -0.54 0.21 -1.42
O 0.38390 -4.71487 -1.60003 -0.35 -0.45 1.56
C 1.16910 -4.14914 -2.65151 0.90 0.17 0.28
H 3.46562 -5.53458 1.73839 0.20 -0.10 -0.98
H 2.13787 -4.67846 2.29449 -0.49 -0.04 0.05
H 3.30874 -3.75011 1.52893 0.31 -0.07 -0.72
H -0.09997 -7.07522 -0.22363 0.11 -0.01 0.14
H -1.75775 -6.53216 0.01059 -0.12 -0.75 0.01
H -0.86996 -7.26473 1.38063 0.24 0.56 0.24
H 1.65569 -4.93137 -3.23413 -0.30 -0.31 0.12
H 1.98247 -3.58369 -2.19676 -0.11 0.44 -0.28
H 0.56930 -3.53916 -3.32698 -0.14 -0.01 0.46
C -4.80962 -0.70242 -1.59381 0.57 0.10 0.13
O -5.03435 -1.11491 -0.23330 0.60 -0.57 1.04
P -3.84085 -1.75753 0.66936 -1.60 1.75 0.93
O -2.49196 -1.46541 0.16054 -0.18 -0.50 0.05
O -4.35489 -3.25190 0.81379 0.17 0.47 -0.69
C -3.59783 -4.24253 1.52932 -0.13 0.76 0.21
O -4.07195 -1.20072 2.20343 -0.77 -1.53 -1.23
C -4.18669 0.16959 2.55497 2.07 1.37 -1.03
H -4.20713 -1.46176 -2.09230 0.03 0.21 -0.18
H -4.31039 0.26652 -1.59072 0.23 -0.12 -0.05
H -5.74774 -0.56421 -2.13134 -0.19 -0.32 0.47
H -2.61268 -3.80791 1.69875 0.15 -0.59 0.27
H -3.54802 -5.16206 0.94615 0.01 0.21 -0.07
H -4.15793 -4.40758 2.44971 0.38 -0.17 0.11
H -4.00074 0.74161 1.64596 -0.79 0.26 0.00
H -3.29233 0.47439 3.09839 0.06 -0.39 0.49
H -5.03429 0.53749 3.13318 -0.44 -0.89 -0.39
C 0.77602 2.86932 -2.88856 -1.45 0.19 -0.23
O 1.25742 1.70634 -3.59279 0.95 -1.83 1.22
P 2.21659 0.55928 -2.87767 0.36 0.17 -1.04
O 1.69033 -0.34568 -1.82865 -0.27 1.88 0.50
O 2.59641 -0.46960 -4.05777 -0.01 1.37 0.14
C 1.53293 -1.20551 -4.68950 0.70 0.37 -1.99
O 3.60778 1.40930 -2.62690 -1.54 -1.80 -1.07
C 3.60927 2.47285 -1.71145 0.90 0.38 2.23
H -0.29470 2.98260 -3.05835 -0.11 -0.36 -0.47
H 1.20737 3.76276 -3.34002 0.51 -0.12 0.49
H 0.75858 2.81362 -1.80013 0.82 -0.09 -0.14
H 0.53237 -0.79710 -4.54751 0.11 -0.35 0.63
H 1.66075 -2.28786 -4.67278 -0.17 0.09 1.32
H 1.72963 -1.08985 -5.75534 -0.12 0.56 -0.26
H 3.93482 3.44938 -2.06992 -0.92 -0.02 -1.01
H 4.41401 2.33486 -0.98933 0.27 -0.75 0.09
H 2.74719 2.48056 -1.04448 -0.19 0.30 -0.46
C 5.06989 3.05208 2.20403 -0.99 0.01 -0.99
O 3.75382 2.88058 2.82191 -0.40 0.04 -0.34
P 2.35141 2.77505 2.02566 -0.43 0.71 -0.75
O 2.02575 1.53884 1.26774 0.44 0.70 1.01
O 1.22652 3.17038 3.09639 1.35 -1.62 -1.35
C 1.35629 4.41776 3.72061 -1.24 0.99 0.93
O 2.42812 4.05805 1.03506 2.04 -1.50 1.84
C 1.34366 4.45023 0.27308 -1.26 0.60 -1.34
H 5.45313 2.08304 1.88436 0.00 0.01 0.24
H 5.78389 3.58006 2.83611 -0.51 -0.27 0.49
H 4.92881 3.67055 1.31763 0.09 0.01 -0.07
H 2.04198 5.07038 3.18021 0.27 -0.04 0.57
H 1.49740 4.23959 4.78665 0.98 0.22 -0.08
H 0.37891 4.90025 3.72597 -0.16 -0.03 -0.56
H 0.55579 3.70312 0.17718 0.04 0.10 0.48
H 1.67867 4.61776 -0.75054 0.22 0.29 0.01
H 0.95757 5.37959 0.69180 -0.34 -0.17 -0.16
```
Positions in Å, forces in eV/Å.

Löwdin atomic charge list, values in e, 2 entries: K 0.81; C -0.62

---

Electronic energy
In order: -252.92257; -4610.00648
Unit: Ha
Energy above the lowest of the compared OMol25 structures with the same formula, charge and spin
In order: 2.148; 3.566
Unit: eV